# 1
The following is a quantum chemistry calculation of C17H25N3S as an isolated structure, from the OMol25 dataset.

```
46
Properties=species:S:1:pos:R:3:forces:R:3:mulliken_charge:R:1
C -5.690817 -2.017953 -0.872450 0.88 -2.37 -3.30 -1.1763
H -5.174207 -2.493120 -1.853799 -1.37 0.48 1.83 0.2531
C -4.546595 -1.902283 0.139425 -10.32 -4.80 5.04 0.2731
N -3.484251 -1.255564 -0.249683 -0.37 -3.17 1.32 -0.0901
C -3.422154 -0.059029 -0.221207 -4.29 11.80 6.55 0.5855
N -2.395958 0.635074 -0.510987 2.68 2.41 -1.91 0.4088
C -2.230812 2.018548 -0.280881 4.52 2.44 -6.47 -1.5695
C -0.955743 2.482585 0.316700 -2.27 -5.92 6.29 -0.8007
N 0.091556 1.530048 0.127925 2.62 -0.82 2.64 0.1933
C 0.086062 0.812762 -1.076049 -3.95 4.48 -2.59 -0.8838
H -0.041560 1.775480 -1.886956 0.80 -2.68 0.76 0.2659
C -1.305689 0.071592 -1.161949 5.64 -3.04 6.82 -1.0580
H -0.988246 -1.055202 -0.506336 -0.98 2.90 -1.42 0.3258
H -1.372538 -0.312451 -2.038722 -1.38 -1.92 -6.13 0.6346
H 0.916476 0.209410 -1.332696 0.70 -0.53 0.10 0.4949
C 1.384608 2.033798 0.620734 2.62 -7.20 -15.00 -1.7024
C 2.517086 0.820518 0.634461 0.80 15.96 -9.85 -1.4361
C 3.613723 0.954979 0.028982 5.34 2.25 -3.87 0.4620
C 4.803053 0.105434 -0.062702 -14.83 -6.98 11.00 0.2774
C 5.880080 0.297312 -0.529049 11.61 0.24 -6.28 -0.1104
C 6.889236 -0.679051 -0.716589 1.20 0.18 3.32 -0.5895
C 6.654837 -1.781898 0.196454 13.14 0.05 -8.58 -0.2736
C 5.569821 -2.030260 0.740789 -9.49 -4.06 6.43 -0.2836
C 4.486752 -1.169778 0.840241 15.80 4.50 -6.52 -0.9545
H 3.621470 -1.277406 0.929068 -12.99 -2.43 2.54 0.6235
H 5.525641 -3.059579 1.194805 -0.39 1.07 -0.16 0.2403
H 7.583790 -2.786915 0.056438 -2.97 3.31 0.79 0.1405
H 7.902741 -0.295944 -1.163355 -2.10 -1.50 0.76 0.2964
H 5.964711 1.151082 -1.057347 0.78 3.19 -1.86 0.4622
H 3.918287 1.829115 -0.599810 -1.39 0.07 0.54 0.1132
H 2.207728 0.268085 1.167032 -6.48 -14.01 12.43 1.2847
H 1.358476 2.542147 1.341029 -0.90 6.73 11.22 1.0832
H 1.781994 2.859428 -0.237586 -0.61 -1.80 1.78 0.2650
H -1.244359 2.276097 1.471864 1.01 1.24 -1.65 0.3022
H -0.646199 3.427577 0.229602 0.62 3.93 -1.02 0.5247
H -1.956784 2.765051 -1.413725 -1.07 -2.81 1.43 0.2564
H -3.017770 2.588296 -0.190187 -4.29 2.09 1.91 0.8388
S -4.645634 0.992934 0.968834 1.44 -1.91 -2.14 -0.4639
H -2.962046 -1.626535 -0.886128 4.25 -3.87 -4.51 0.3405
C -4.373325 -3.270206 0.644895 3.01 -3.06 4.51 -1.6168
H -3.424897 -3.433177 1.493609 -2.87 0.89 -1.89 0.2612
H -3.976379 -3.841709 -0.073353 1.88 -2.40 -3.34 0.5476
H -5.203122 -4.014323 0.943604 0.59 2.29 0.01 0.3388
H -5.185176 -1.628074 1.063018 1.97 1.84 -1.32 0.1939
H -6.723767 -2.516461 -0.717554 2.19 0.49 0.48 0.3303
H -5.890216 -1.066853 -1.209232 -0.76 2.46 -0.67 0.3915
```
Forces are in eV/Å.

* charge: 0
* energy above the lowest of the compared OMol25 structures with the same formula, charge and spin: 2005.4 kJ/mol

# 2
The following is a quantum chemistry calculation of one molecule with the formula C17H25NOS, from the OMol25 dataset.

```
45
Properties=species:S:1:pos:R:3:forces:R:3:mulliken_charge:R:1
C -2.411899 -3.351926 -0.594213 0.06 0.19 0.25 -1.7602
H -1.598157 -4.056856 -0.439703 0.07 -0.12 -0.03 0.4252
H -2.535350 -3.199695 -1.664171 -0.02 -0.01 -0.16 0.3638
H -3.326116 -3.792516 -0.203673 -0.11 -0.10 0.00 0.4305
C -2.113804 -2.024733 0.101288 -0.05 -0.06 -0.44 0.8694
C -0.802165 -1.442954 -0.426226 -0.01 -0.02 0.44 -1.1496
H -0.015768 -2.193419 -0.315582 0.03 -0.04 -0.04 0.2863
H -0.900200 -1.219236 -1.490639 0.05 -0.01 -0.11 0.2750
C -0.353863 -0.173225 0.305729 0.05 -0.45 -0.09 0.2264
N -0.967124 1.031507 -0.206552 0.20 0.22 -0.01 0.6124
C -2.298671 1.269872 -0.122277 -0.16 -0.15 0.35 0.6814
O -2.815948 2.239097 -0.648387 -0.30 0.25 -0.16 -0.6742
C -3.127546 0.267708 0.658046 -0.25 0.08 -0.18 -0.9294
H -4.110103 0.726339 0.782572 0.17 0.06 0.02 0.3691
H -2.702019 0.098919 1.648840 0.00 -0.01 0.06 0.3270
C -3.287216 -1.062124 -0.086224 0.17 -0.11 0.34 -0.8147
H -3.430084 -0.860002 -1.150208 -0.07 -0.04 -0.08 0.3364
H -4.192431 -1.554101 0.277443 -0.03 0.01 -0.06 0.3991
C -0.167282 1.921502 -1.026579 0.03 0.42 -0.25 -1.4962
H -0.859362 2.408330 -1.719211 0.17 -0.10 0.03 0.6074
H 0.551638 1.332422 -1.602360 -0.06 -0.01 0.01 0.3171
C 0.572801 3.028794 -0.252976 -0.15 -0.18 0.09 0.7744
C -0.356747 3.726318 0.737608 0.10 0.06 -0.26 -1.7715
H 0.120105 4.611325 1.152405 0.05 0.08 0.10 0.5039
H -1.275640 4.020397 0.238975 -0.11 0.06 0.04 0.4015
H -0.614143 3.056860 1.556164 -0.06 -0.06 0.11 0.3095
C 1.819227 2.537306 0.481273 0.24 0.04 -0.47 -0.9575
H 1.580925 1.756569 1.199370 -0.01 0.00 0.11 0.2861
H 2.289747 3.370685 1.004423 -0.07 -0.07 0.10 0.5018
S 3.078596 1.885431 -0.685921 0.03 -0.04 0.21 -0.1128
C 3.134536 0.157695 -0.266995 0.06 0.39 -0.09 0.0240
C 3.253532 -0.265628 1.050664 0.03 -0.05 -0.03 -0.1512
C 3.282987 -1.618718 1.335412 -0.03 -0.02 0.10 -0.6028
C 3.219305 -2.550708 0.312568 -0.01 -0.11 -0.02 -0.4388
C 3.135348 -2.125482 -1.003288 0.04 -0.13 0.00 -0.6239
C 3.091468 -0.774920 -1.296072 0.00 0.10 0.07 -0.2200
H 3.020490 -0.431952 -2.316887 -0.07 0.02 -0.12 0.4164
H 3.096010 -2.847572 -1.805116 -0.01 -0.07 -0.07 0.3903
H 3.243852 -3.605634 0.540816 0.00 -0.09 0.01 0.4088
H 3.367554 -1.944796 2.361535 0.01 -0.04 0.09 0.4066
H 3.327314 0.457567 1.849597 0.01 0.06 0.04 0.4256
H 0.900666 3.757314 -1.002602 -0.02 -0.03 0.00 0.4112
H 0.722441 -0.071338 0.178128 -0.13 0.06 0.09 -0.7749
H -0.552645 -0.276356 1.378344 0.12 -0.01 -0.02 0.4905
H -1.994278 -2.218050 1.174672 0.00 0.05 0.01 0.2009
```
Forces are in eV/Å.

* SMILES: C[C@@H]1CCC(=O)N(C[C@@H](C)CSc2ccccc2)CC1
* charge: 0

# 3
The following is a quantum chemistry calculation of a 2-piece molecular cluster, C17H26BrClO4PS overall, from the OMol25 dataset.

```
51
Properties=species:S:1:pos:R:3:forces:R:3:mulliken_charge:R:1
C 2.016234 0.970498 3.618796 0.42 -0.07 -0.56 -1.5436
C 1.678341 1.494239 2.199715 -0.59 -1.17 0.11 0.2573
C 0.259911 2.119254 2.074417 1.16 0.48 0.47 -0.9982
C -0.428215 1.867839 0.712055 1.37 0.49 0.68 1.2524
C 0.665705 2.117414 -0.377447 -0.56 -0.20 -0.60 -1.3221
C -1.059334 0.498650 0.589458 0.54 0.34 0.07 0.8447
C -2.139696 0.252056 -0.142832 -0.78 -0.11 -0.40 0.7441
C -2.949349 1.270158 -0.915628 -0.11 -0.43 -0.49 -0.6250
Br -3.893812 2.534097 0.283456 0.16 -0.41 -0.14 -0.0773
C -2.185608 1.962226 -2.095016 -0.88 0.75 0.14 -0.4204
C -2.138825 3.506052 -2.015606 0.77 -0.37 -0.80 -1.5193
C -2.640304 -1.175113 -0.224149 2.23 0.49 0.11 -0.5439
O -3.787581 -1.463803 -0.256448 -2.00 -0.56 -0.43 -0.5641
C -1.538805 -2.225071 -0.297083 -1.00 -0.40 -1.18 0.0897
P -1.676418 -3.725753 -1.329902 -0.32 -1.18 1.37 0.2004
S -1.157489 -5.383119 -0.415071 0.04 0.18 -0.29 -0.4274
C -0.468386 -1.997223 0.434893 0.56 0.56 0.68 0.2380
O 0.633467 -2.767566 0.487864 0.26 0.67 -0.34 -0.4898
C 1.778955 -1.946689 0.130804 0.98 -0.03 -0.20 0.3654
C 2.735229 -2.647407 -0.865405 -0.37 -0.03 -0.55 -0.0041
C 2.076169 -3.814401 -1.624288 0.68 0.51 0.49 -0.9906
O 3.964223 -3.017045 -0.235459 -0.24 0.03 -0.08 -0.5564
C -0.514284 -0.728573 1.308983 -0.39 0.51 -2.14 -0.2824
O -0.189951 -0.765347 2.441314 0.58 -0.33 1.83 -0.4745
H 2.550103 1.738301 4.187810 -0.32 -0.14 0.19 0.3953
H 1.135818 0.592169 4.143543 0.06 0.35 0.00 0.2961
H 2.688871 0.103357 3.526361 0.02 0.25 0.11 0.3582
H 2.484814 2.150988 1.854749 -0.26 0.07 0.05 0.5176
H 1.714431 0.605611 1.542495 0.21 0.31 0.07 -0.3109
H -0.348803 1.749595 2.907279 -0.04 0.16 -0.19 0.2292
H 0.364528 3.253636 2.176864 -0.36 -1.80 -0.05 -0.1020
H -1.138435 2.694262 0.610821 -0.30 -0.41 0.05 0.3093
H 1.135552 1.179827 -0.709107 0.20 0.25 0.23 -0.0388
H 1.403996 2.839590 -0.025623 -0.05 -0.26 0.13 0.3947
H 0.243234 2.563739 -1.282419 -0.04 -0.07 0.16 0.4453
H -3.767707 0.714349 -1.377166 -0.03 0.14 0.33 0.5708
H -1.198584 1.518991 -2.232227 -0.06 0.10 0.25 0.4170
H -2.748340 1.748099 -3.015030 0.10 -0.20 0.21 0.3912
H -3.131309 3.937115 -2.156858 0.07 -0.08 0.39 0.4494
H -1.648097 3.879058 -1.113357 -0.27 0.07 -0.04 0.3731
H -1.555335 3.852029 -2.884457 0.00 -0.02 0.26 0.3803
H -3.047546 -3.845364 -1.644757 0.28 0.67 -0.32 0.0986
H -0.996444 -3.546399 -2.556275 -0.27 0.44 0.14 0.0676
H 1.463522 -1.023050 -0.373305 -0.29 -0.22 0.23 -0.3468
H 2.341977 -1.648805 1.022457 -0.19 -0.22 -0.03 0.3397
H 2.989765 -1.906928 -1.642153 -0.11 0.08 0.32 0.2208
H 1.311569 -3.377726 -2.273656 -0.09 -0.34 0.05 0.1337
H 2.858080 -4.273474 -2.239899 -0.27 -0.02 -0.01 0.4218
H 1.663343 -4.542704 -0.927181 -0.13 0.01 -0.25 0.2081
H 4.637200 -2.875186 -0.911042 0.07 -0.17 0.32 0.3816
Cl -0.446380 4.983550 1.904710 -0.43 1.36 -0.33 -0.7537
```
Forces are in eV/Å.

* charge: -1

# 4
The following is a quantum chemistry calculation of C17H26ClHfN3O11 as an isolated structure, from the OMol25 dataset.

```
59
Properties=species:S:1:pos:R:3:forces:R:3:mulliken_charge:R:1
Hf 0.743210 1.093867 -4.332997 -0.95 0.96 7.37 1.0953
Cl 0.267690 4.071307 -2.731777 -2.73 4.66 4.32 1.9313
O 0.254220 4.269417 -1.263417 0.38 -0.32 -3.04 -0.5817
O 0.165060 5.301067 -3.460497 0.55 -1.52 0.67 -0.5600
O 1.424670 3.317737 -3.075507 3.88 -3.29 -2.35 -0.6267
O -0.800040 3.182687 -3.073927 -1.76 -2.41 -1.49 -0.7084
C 0.066690 0.864687 0.219403 -0.66 1.40 -0.50 -0.8647
C 0.195010 -0.213103 -0.825917 0.82 -0.23 0.53 1.0586
O 0.476490 0.184587 -2.138947 0.46 1.60 -4.51 -0.0909
H -0.616990 1.617867 -0.172287 -0.31 0.11 0.40 0.1132
H 0.957650 1.459017 0.422023 0.44 -0.35 -0.27 0.0455
H -0.257540 0.476367 1.184893 -0.26 -0.13 -0.20 0.4174
H -0.580650 -0.976943 -0.771107 -0.59 0.23 -0.36 -0.2333
H 1.030910 -0.748233 -0.375357 1.09 -0.82 -0.50 -0.1438
C -3.544230 1.653527 -0.281507 0.66 -1.90 0.60 -0.1946
N -3.588150 2.413587 0.950643 1.96 2.87 2.36 0.9254
O -2.745140 2.216797 1.875693 -1.49 -1.02 -2.01 -0.5217
O -4.300060 3.379317 0.975603 -1.00 -0.02 -0.12 -0.4937
H -3.759600 2.224427 -1.184717 0.04 0.11 0.49 0.3020
H -4.237180 0.831757 -0.100897 -0.22 0.01 -0.45 0.2464
H -2.545990 1.228827 -0.175457 -0.09 -0.12 -0.93 -0.2881
C 3.611160 3.899927 -0.510567 -0.43 0.27 0.67 -0.7572
N 4.958340 3.649067 0.005733 1.36 -0.05 0.80 0.9008
O 5.337650 4.278087 0.996573 -0.55 -1.03 -1.56 -0.5123
O 5.598350 2.775297 -0.580257 -0.15 0.46 0.64 -0.5241
H 2.957320 3.563497 0.294053 -0.21 -0.03 -0.13 0.2661
H 3.471210 3.306147 -1.413857 0.01 0.55 0.10 0.2527
H 3.505010 4.984017 -0.550397 -0.17 -0.17 -0.50 0.3387
C -0.193270 -3.683863 -2.214287 0.58 0.21 1.19 -0.6588
N 0.308050 -4.054533 -0.819187 2.04 -0.10 -0.58 0.9721
O -0.543420 -4.119343 0.013773 -0.59 0.05 1.11 -0.5124
O 1.522370 -4.284993 -0.618937 -2.15 0.65 -0.79 -0.5677
H 0.156790 -2.674163 -2.428937 0.56 -0.23 -0.13 0.1616
H -1.267490 -3.569803 -2.068807 0.09 -0.78 -0.52 0.2766
H 0.232830 -4.462033 -2.847517 -0.54 0.31 -0.33 0.3338
C 3.385170 -2.285193 1.061363 -0.52 -1.07 1.87 -0.2265
C 3.815850 -1.567343 -0.058807 1.12 0.95 -0.78 -0.2225
C 4.347250 -0.297243 0.097233 -0.82 0.86 -0.03 -0.5347
C 4.294600 0.320477 1.346793 0.74 -0.22 -1.43 -0.1011
C 3.822630 -0.398373 2.445803 -1.68 -1.26 1.31 -0.3756
C 3.354810 -1.723153 2.343813 0.45 1.22 -1.05 -0.5939
H 3.111630 -3.321053 0.925113 -0.24 -0.06 -0.01 0.5016
H 3.853190 -2.055633 -1.021397 -0.16 -0.04 -0.07 0.4667
H 4.616220 0.313697 -0.751767 0.40 -0.17 -0.10 0.4419
H 4.643520 1.334467 1.475173 0.03 0.07 -0.01 0.4657
H 3.645360 0.146267 3.361413 0.37 -0.09 0.29 0.4164
H 2.922850 -2.235203 3.190943 0.20 -0.10 -0.01 0.4499
C -3.698740 -2.084163 0.287673 0.67 -1.48 -0.58 -0.0596
C -3.220530 -1.929173 1.589973 1.66 0.89 0.92 0.3304
C -3.984470 -1.865373 2.749803 -1.01 -0.45 -1.91 -0.6546
C -5.346350 -1.976573 2.454223 0.15 -0.81 2.07 -0.3542
C -5.829850 -2.352183 1.190293 -0.22 0.40 -0.54 -0.2963
C -4.994100 -2.432493 0.090713 -1.06 0.82 -0.37 -0.4998
H -2.937760 -2.267433 -0.456457 -0.08 0.47 -0.39 0.0884
H -2.150530 -1.795653 1.650653 0.21 -0.14 0.27 0.3248
H -3.495480 -1.850663 3.712653 -0.47 0.38 0.13 0.4273
H -6.058400 -1.986553 3.266193 -0.13 0.25 0.10 0.4180
H -6.871120 -2.550693 0.983553 -0.20 0.01 0.60 0.4010
H -5.486690 -2.596663 -0.856287 0.49 -0.34 -0.25 0.3890
```
Forces are in eV/Å.

* charge: +2
* energy above the lowest of the compared OMol25 structures with the same formula, charge and spin: 0.0 kJ/mol

# 5
The following is a quantum chemistry calculation of C17H26ClO2P2Zr as an isolated structure, from the OMol25 dataset.

```
49
Properties=species:S:1:pos:R:3:forces:R:3:mulliken_charge:R:1
C 0.282064 -0.011181 -5.049502 0.51 0.87 -0.66 -0.7992
C 0.744719 0.317611 -3.735278 -0.34 -2.93 3.62 0.5262
H 1.182993 0.154778 -5.664470 -0.16 -0.01 -0.42 0.3893
H -0.416712 0.807098 -5.307154 0.07 -0.28 -0.29 0.3735
H -0.124885 -1.036063 -5.216815 0.21 0.45 0.56 0.3685
O 0.848702 -0.090675 -2.605095 -0.55 1.92 -4.67 -0.4020
Cl -3.021509 -0.304193 -0.791199 1.37 0.24 -0.67 -0.3198
Zr -0.631235 -0.052605 -0.878422 -1.78 -0.33 2.57 0.5282
P -0.240131 2.498641 -0.394203 -0.23 1.57 0.18 1.0851
C 1.077224 3.299872 0.556291 0.58 -0.47 0.16 -1.2486
C -0.228514 3.378621 -1.991933 0.00 -0.22 -0.21 -1.3342
H -0.247955 4.452519 -1.771733 0.02 -0.13 -0.22 0.4571
H -1.626660 4.270377 0.425227 -0.06 -0.18 -0.02 0.4316
H -1.111301 3.123920 -2.594842 0.09 0.14 0.17 0.3852
H -2.617484 2.886023 -0.157810 0.06 0.18 0.13 0.3963
H 2.059124 2.891062 0.286545 -0.12 0.29 0.04 0.3998
H 0.670880 3.150615 -2.577202 -0.04 0.16 0.12 0.3334
C -1.727901 3.178673 0.410338 -0.29 -0.38 -0.13 -1.1144
H 1.053086 4.380578 0.351829 -0.02 -0.34 0.04 0.4572
H -1.835900 2.798144 1.432393 0.14 0.07 -0.24 0.2956
H 0.930463 3.128294 1.631166 -0.05 0.03 -0.29 0.3383
P 0.029387 -2.491753 -0.014049 -0.40 -1.54 0.27 1.1346
C 1.377531 -3.022530 1.084858 0.46 0.62 0.01 -1.1003
C -1.437439 -3.109740 0.881047 -0.10 0.38 -0.17 -1.1249
H -0.625921 -3.380782 -2.184171 0.08 -0.17 0.16 0.3555
H -0.029208 -4.663074 -1.090610 0.04 0.15 -0.09 0.4404
H 1.125064 -3.551585 -1.892470 -0.13 -0.13 0.02 0.3649
C 0.133821 -3.635477 -1.433452 0.15 0.29 -0.21 -1.2751
H -2.320530 -3.042361 0.241309 0.06 -0.12 0.11 0.4193
H -1.245612 -4.148545 1.162189 -0.05 0.07 -0.05 0.4469
H 1.413747 -4.121883 1.077409 -0.04 0.33 -0.04 0.4546
H 1.203231 -2.669994 2.110701 -0.05 -0.11 -0.32 0.1841
H -1.607255 -2.497888 1.769273 0.02 -0.15 -0.06 0.2569
H 2.339634 -2.614469 0.746145 -0.15 -0.29 0.11 0.4002
C 1.807742 0.035340 -0.445344 4.42 0.24 0.42 0.3521
O 2.960491 0.066745 -0.480683 -4.12 -0.14 0.33 -0.1668
C -0.653243 0.089093 1.235352 0.09 -0.37 0.26 0.7405
C -0.817252 0.039867 2.472245 0.22 0.33 0.15 -0.4136
C -0.896465 0.002943 3.874079 -0.10 -0.13 -0.44 0.1313
C -1.992519 0.562173 4.583931 -0.27 0.14 0.49 -0.3450
C -1.967494 0.586331 5.976346 -0.15 0.04 -0.62 -0.6939
C -0.884290 0.014345 6.667224 -0.04 0.00 -0.38 -0.2989
C 0.173385 -0.597523 5.974003 0.10 -0.11 -0.66 -0.7665
C 0.169369 -0.603814 4.584528 0.42 0.00 0.63 -0.1486
H -2.829264 0.983312 4.020630 0.27 -0.11 0.29 0.4599
H -2.791664 1.047091 6.526781 0.32 -0.20 -0.19 0.4228
H -0.865706 0.038239 7.749380 -0.03 0.00 -0.01 0.4499
H 0.998923 -1.061264 6.513167 -0.26 0.15 -0.09 0.4301
H 0.981170 -1.058705 4.012949 -0.18 0.17 0.31 0.3425
```
Forces are in eV/Å.

* charge: +3
* energy above the lowest of the compared OMol25 structures with the same formula, charge and spin: 97.6 kJ/mol

Calculated max |F| in order - 19.82, 0.53, 2.28, 7.49, 5.08 eV/A
Calculated HOMO-LUMO gap in order - 0.266, 0.337, 0.203, 0.067, 0.108 Ha
Calculated E_tot in order - -1224.49930, -1190.99538, -4738.06837, -2161.87886, -2002.67517 Ha